# 1
# C13H38Ba3F3O11

C13H38Ba3F3O11 as an isolated structure at a distorted geometry (ωB97M-V/def2-TZVPD, OMol25).

Structure (XYZ):
```
68
Properties=species:S:1:pos:R:3:forces:R:3
Ba 3.052 -2.213 0.191 -1.44 1.66 -1.81
Ba 2.862 -0.882 4.138 -2.48 1.32 -0.60
Ba -0.903 -3.740 -1.225 -1.79 1.29 1.41
F -5.001 -3.156 3.173 0.11 -0.32 0.33
F -3.928 -5.027 2.780 -0.27 -0.03 0.01
F -5.114 -4.025 1.230 0.21 -0.54 -0.21
O -2.477 -1.541 -1.816 0.38 -0.34 0.68
O 1.129 -0.790 1.834 2.64 -1.35 -0.02
O -2.442 -2.300 2.896 -0.72 0.43 0.83
O -0.289 4.906 -2.318 0.22 0.29 0.54
O -0.614 -0.388 -4.083 -0.72 -0.68 -0.41
O 0.348 -1.290 -1.511 0.56 -1.40 2.01
O 2.974 -3.277 -2.437 0.15 0.23 1.41
O 1.107 1.569 3.619 1.58 -0.96 0.68
O 4.045 2.249 1.310 0.25 0.03 -0.48
O -2.010 -3.627 1.221 -0.04 -0.82 -2.06
O 4.193 0.331 -0.718 -0.21 -1.26 0.39
C 0.268 2.527 4.300 -0.39 0.35 -0.73
C -3.699 -0.995 -2.363 -0.44 -1.79 -0.07
C 2.700 -2.792 -3.791 -0.24 -0.57 0.38
C -2.165 -0.503 4.502 -0.94 0.23 -2.09
C 0.134 -0.266 0.946 -0.05 -0.12 -0.95
C 0.417 -0.175 -0.620 0.85 -0.12 -0.15
C -2.976 -1.026 3.277 0.78 -0.73 0.96
C -0.575 1.019 -4.267 1.18 -0.03 0.78
C -4.284 -3.855 2.273 0.81 0.95 -0.18
C 2.832 2.900 0.881 -0.87 0.05 1.06
C 4.317 1.053 -1.939 -0.47 1.92 -0.77
C -3.063 -2.983 1.815 1.51 0.24 -0.58
C 0.042 3.734 -1.634 0.50 -1.34 -0.94
H 3.902 0.595 -2.837 0.18 -0.88 0.40
H -1.503 1.536 -4.019 -0.23 -0.28 -0.23
H 2.046 2.162 1.058 -0.34 0.23 -0.74
H 1.432 0.257 -0.704 0.14 0.22 0.04
H -1.709 -0.965 -1.916 -0.25 0.21 -0.26
H -0.698 2.484 3.801 -0.21 0.09 0.48
H 3.473 -2.069 -4.032 -0.23 0.01 -0.45
H 5.318 1.429 -2.148 0.22 -0.55 0.21
H 3.978 2.088 2.255 0.01 0.46 0.01
H -0.172 -0.696 -3.282 0.20 0.54 0.22
H 0.585 3.030 -2.283 0.02 0.08 -0.33
H -0.794 3.120 -1.287 -0.27 0.46 0.41
H 0.033 0.781 1.257 -0.63 0.13 -0.39
H 0.660 3.535 4.167 0.17 -0.10 0.00
H 0.783 3.882 -0.849 -0.47 0.73 0.33
H 3.866 -3.644 -2.406 -0.04 -0.27 -0.64
H -2.595 -0.964 5.383 0.67 -0.03 0.30
H -4.527 -1.140 -1.666 0.40 0.69 0.60
H 2.664 -3.673 -4.429 0.35 0.26 -0.29
H -1.107 -0.650 4.270 0.13 -0.23 0.53
H -3.994 -1.746 -3.100 0.12 0.79 -0.81
H 3.711 1.964 -1.878 -0.02 -0.04 0.20
H 0.188 1.408 -3.584 0.00 0.31 -0.17
H -0.241 1.235 -5.279 -0.30 0.06 -0.07
H 2.884 3.302 -0.127 0.38 -0.63 -0.19
H -3.987 -1.112 3.672 -0.29 0.12 -0.70
H -2.370 0.569 4.477 0.11 0.08 0.56
H -3.514 -2.269 1.106 -0.18 0.33 0.24
H -0.807 -0.815 1.046 -0.04 0.02 0.48
H 0.711 1.206 2.821 -0.34 0.07 0.08
H 2.557 3.771 1.481 0.45 -0.06 0.27
H -0.234 0.585 -1.066 -0.19 0.31 0.60
H -3.589 0.022 -2.714 -0.03 -0.08 -0.15
H 0.205 2.309 5.363 -0.09 -0.22 -0.09
H -2.873 -0.372 2.409 -0.37 0.31 0.04
H 1.697 -2.374 -3.763 0.20 0.38 0.05
H -1.070 4.797 -2.867 -0.01 -0.17 0.06
H 4.213 0.986 0.007 0.11 0.07 -0.01
```
Positions in Å, forces in eV/Å.

## Properties
**E_tot**: -46826.009 eV
**Charge**: +3
**Energy above the lowest of the compared OMol25 structures with the same formula, charge and spin**: 0.0 kJ/mol
**Kohn-Sham gap**: 3.74 eV

---

# 2
# C11H14N2O5

C11H14N2O5 in the gas phase at a distorted geometry (ωB97M-V/def2-TZVPD, OMol25).

Structure (XYZ):
```
32
Properties=species:S:1:pos:R:3:forces:R:3
O 4.308 -1.473 0.033 0.12 0.29 0.01
O -2.244 -0.821 -0.273 -0.34 -0.15 0.01
O -0.432 -2.050 -0.154 0.05 -0.18 0.00
O 1.467 3.975 0.010 -0.08 0.09 0.00
O -0.324 2.805 -0.099 -0.18 0.15 -0.01
N 0.906 2.900 -0.038 -0.32 0.71 0.00
N -0.209 0.231 -0.145 -0.81 0.50 -0.04
C -0.919 -0.949 -0.187 0.51 -0.09 0.04
C -2.922 0.432 -0.331 -0.37 0.38 -0.21
C 3.409 -0.480 0.012 -0.29 0.53 -0.01
C 3.932 0.827 0.063 0.01 -0.26 0.00
C -4.948 -0.503 0.848 0.04 0.05 -0.22
C 3.083 1.895 0.045 -0.16 -0.01 -0.01
C 3.858 -2.812 -0.018 -0.11 -0.30 -0.01
C 1.690 1.725 -0.024 0.82 -1.05 0.02
C 2.034 -0.666 -0.055 0.27 -0.42 0.01
C 1.154 0.414 -0.074 0.14 0.27 0.01
C -4.417 0.137 -0.428 0.38 -0.08 0.25
H -4.406 -1.421 1.055 0.00 -0.10 0.09
H -2.595 0.998 -1.212 0.06 -0.07 0.11
H 3.309 -3.012 -0.941 0.01 0.03 0.03
H 4.759 -3.423 0.010 -0.10 0.02 0.00
H 3.225 -3.052 0.840 0.02 0.03 -0.03
H -4.936 1.076 -0.625 0.02 0.02 -0.08
H -4.829 0.172 1.693 -0.01 0.04 0.13
H -0.717 1.120 -0.156 0.21 -0.38 0.00
H 1.606 -1.652 -0.093 0.00 -0.01 0.00
H 5.000 0.956 0.115 0.13 0.05 0.01
H -6.004 -0.738 0.741 -0.10 -0.05 0.07
H 3.463 2.904 0.083 0.02 -0.02 0.00
H -4.582 -0.534 -1.271 -0.01 0.08 -0.11
H -2.718 1.019 0.573 0.06 -0.05 -0.07
```
Positions in Å, forces in eV/Å.

## Properties
**E_tot**: -24849.514 eV
**Energy above the lowest of the compared OMol25 structures with the same formula, charge and spin**: 0.0 kJ/mol
**Structure (SMILES)**: CCCOC(=O)Nc1cc(OC)ccc1[N+](=O)[O-]
**Kohn-Sham gap**: 8.43 eV

---

# 3
# C2H4N2O2

C2H4N2O2 in the gas phase at a distorted geometry (ωB97M-V/def2-TZVPD, OMol25).

Structure (XYZ):
```
10
Properties=species:S:1:pos:R:3:forces:R:3
O 2.121 0.009 0.696 1.11 1.14 2.75
O 1.786 -0.520 -1.284 -0.66 -0.43 -1.81
N -1.921 0.607 -0.222 2.19 0.04 0.14
N 1.406 -0.402 -0.152 1.22 -1.23 -0.84
C -0.666 0.577 0.090 -2.97 -0.24 -0.45
C 0.058 -0.735 0.214 -2.09 0.63 1.36
H -2.277 1.557 -0.387 0.33 -0.27 0.45
H -0.011 1.393 0.267 0.24 1.32 0.06
H -0.053 -1.131 1.243 0.67 0.29 -0.57
H -0.443 -1.357 -0.465 -0.04 -1.25 -1.09
```
Positions in Å, forces in eV/Å.

## Properties
**E_tot**: -9210.186 eV
**Energy above the lowest of the compared OMol25 structures with the same formula, charge and spin**: 486.0 kJ/mol
**Structure (SMILES)**: [H]/N=C/C[N+](=O)[O-]
**Kohn-Sham gap**: 11.06 eV

---

# 4
# CHClNOP

CHClNOP in the gas phase at a distorted geometry (ωB97M-V/def2-TZVPD, OMol25).

Structure (XYZ):
```
6
Properties=species:S:1:pos:R:3:forces:R:3
Cl 1.739 1.789 0.821 -0.46 -0.43 0.06
P 0.577 0.334 -0.262 2.33 -0.84 0.90
O -1.631 -0.757 -1.575 0.86 2.01 0.61
N 0.004 -0.828 0.643 1.10 1.53 -0.57
C -1.217 0.215 -1.118 -3.99 -1.78 -2.28
H 0.528 -0.754 1.491 0.16 -0.48 1.28
```
Positions in Å, forces in eV/Å.

## Properties
**E_tot**: -26400.122 eV
**Energy above the lowest of the compared OMol25 structures with the same formula, charge and spin**: 230.1 kJ/mol
**Kohn-Sham gap (spin up / spin down)**: 8.32 / 8.32 eV

---

Question: Which of these has the lowest E_tot?
Answer: C13H38Ba3F3O11

---

Question: Look up the E_tot of the first one.
Answer: -46826.009 eV